The following is a DFT calculation (the ωB97M-V functional and the def2-TZVPD basis) of a cluster of 10 separate species, C29H58Br2F7N3O12S2 in total at a distorted geometry.

Summary:
Total energy = -8849.4884 hartree
Multiplicity = 1
Energy relative to the best compared isomer or geometry (same formula, charge and spin) = 1910.5 kJ/mol

Last column: Mulliken charge in e.
Positions of all 113 atoms, in Å:
C  2.591  3.931  -5.061  -0.972
C  2.328  4.393  -3.508  0.058
C  0.728  4.745  -3.184  -0.570
C  -0.278  3.473  -3.596  -0.606
C  -1.316  3.113  -2.379  -0.231
C  -1.422  1.522  -2.001  0.162
C  -1.270  0.904  -0.454  -0.707
N  -0.976  1.872  0.670  0.608
C  -2.103  2.851  0.918  -0.510
C  0.372  2.544  0.534  0.512
C  1.582  2.053  -0.499  0.035
O  0.699  3.606  1.319  -0.704
C  -1.437  -0.711  -0.137  0.412
C  -1.351  -1.412  1.342  -0.711
Br  -3.184  -1.140  2.193  -0.007
C  -0.195  -0.806  2.335  -0.007
C  1.318  -0.775  1.705  -0.093
Br  -0.104  -2.087  3.919  -0.152
C  -1.764  -1.715  -1.434  -0.069
S  -2.042  -3.586  -1.253  1.117
O  -2.655  -4.247  -2.514  -0.565
O  -3.068  -3.765  -0.068  -0.600
C  -0.465  -4.459  -0.676  0.528
F  0.628  -3.456  -0.514  -0.013
F  -0.715  -5.051  0.687  -0.291
C  -0.004  -5.690  -1.667  0.530
F  -1.046  -6.781  -1.722  -0.225
F  0.220  -5.130  -3.050  -0.241
C  1.400  -6.424  -1.229  0.434
F  1.317  -7.132  0.099  -0.203
F  2.573  -5.521  -1.305  -0.268
F  1.633  -7.519  -2.243  -0.256
C  -1.897  -1.113  -2.958  0.144
N  -2.204  -1.764  -4.288  -0.399
S  -2.229  -0.619  -5.646  0.184
N  -1.909  0.881  -4.756  -0.478
C  -1.733  0.487  -3.275  0.143
H  2.568  2.764  -5.201  0.270
H  1.860  4.508  -5.785  0.226
H  3.704  4.273  -5.322  0.321
H  2.929  5.394  -3.345  0.136
H  2.723  3.624  -2.698  0.020
H  0.391  5.755  -3.723  0.393
H  0.698  4.987  -2.029  0.177
H  0.384  2.537  -3.865  0.314
H  -0.868  3.866  -4.555  0.278
H  -2.401  3.436  -2.760  0.480
H  -1.067  3.825  -1.485  -0.033
H  -2.322  2.866  2.076  0.119
H  -3.112  2.510  0.400  0.268
H  -1.794  3.958  0.631  0.260
H  1.719  0.874  -0.510  0.013
H  2.623  2.557  -0.253  0.201
H  1.326  2.356  -1.605  -0.324
H  -1.203  -2.584  1.324  0.362
H  -0.570  0.207  2.786  0.457
H  1.358  -1.061  0.548  -0.184
H  1.797  0.302  1.895  -0.176
H  1.999  -1.523  2.323  0.433
C  5.577  7.836  -3.441  -0.533
O  4.187  7.665  -3.231  -0.479
H  5.844  7.410  -4.411  0.210
H  5.818  8.901  -3.435  0.256
H  6.131  7.320  -2.654  0.258
H  3.979  8.052  -2.364  0.286
C  4.136  -4.249  1.590  -0.658
O  2.722  -4.312  1.614  -0.377
H  4.515  -4.386  2.605  0.290
H  4.526  -5.041  0.947  0.246
H  4.451  -3.272  1.215  0.271
H  2.414  -4.187  0.700  0.126
C  3.180  3.406  3.505  -0.417
O  3.815  2.742  2.429  -0.529
H  3.031  2.697  4.323  0.191
H  3.811  4.229  3.850  0.374
H  2.211  3.790  3.177  0.100
H  3.934  3.396  1.719  0.291
C  -1.077  -0.202  7.374  -0.722
O  -2.007  0.335  6.452  -0.407
H  -0.070  0.110  7.085  0.249
H  -1.298  0.173  8.376  0.298
H  -1.136  -1.293  7.360  0.293
H  -2.890  0.042  6.734  0.247
C  0.406  2.749  5.318  -0.450
O  -1.009  2.716  5.371  -0.529
H  0.726  3.746  5.004  0.317
H  0.813  2.533  6.309  0.379
H  0.762  2.010  4.597  -0.017
H  -1.264  1.821  5.652  0.363
C  -3.741  -8.210  -4.218  -0.451
O  -2.770  -9.057  -3.634  -0.528
H  -4.406  -8.809  -4.845  0.241
H  -4.325  -7.726  -3.431  0.218
H  -3.245  -7.456  -4.835  0.216
H  -2.195  -8.498  -3.085  0.303
C  5.097  -3.271  -2.530  -0.592
O  3.683  -3.304  -2.478  -0.407
H  5.418  -2.275  -2.844  0.230
H  5.505  -3.487  -1.540  0.225
H  5.453  -4.010  -3.252  0.279
H  3.428  -4.199  -2.196  0.372
C  -7.065  -1.021  -0.058  -0.622
O  -6.052  -1.454  0.830  -0.404
H  -7.785  -0.413  0.494  0.225
H  -6.620  -0.421  -0.856  0.241
H  -7.574  -1.889  -0.483  0.279
H  -5.428  -1.991  0.312  0.255
C  -4.571  1.443  4.685  -0.357
O  -5.054  1.688  5.993  -0.539
H  -4.156  0.433  4.642  -0.051
H  -5.393  1.528  3.970  0.403
H  -3.788  2.166  4.443  0.237
H  -5.415  2.591  5.999  0.300


The following is a DFT calculation (the ωB97M-V functional and the def2-TZVPD basis) of a cluster of 13 separate species, C58H145O32P3 in total at a distorted geometry.

Summary:
Total energy = -5728.3729 hartree
Multiplicity = 1
Energy relative to the best compared isomer or geometry (same formula, charge and spin) = 166.6 kJ/mol

Last column: Mulliken charge in e.
Positions of all 238 atoms, in Å:
C  16.205  12.723  23.872  -0.814
O  16.576  13.898  24.529  -0.255
C  15.557  14.904  24.425  -0.940
C  16.103  16.315  24.530  -0.420
O  17.007  16.642  23.509  0.525
C  17.413  17.990  23.644  -0.587
H  16.414  12.853  22.768  0.194
H  15.187  12.474  23.994  0.405
H  16.844  11.949  24.234  0.285
H  14.917  14.739  25.290  0.286
H  15.048  14.740  23.524  0.552
H  16.653  16.522  25.510  0.483
H  15.249  16.920  24.443  0.066
H  17.792  18.141  24.640  0.582
H  16.532  18.662  23.523  -0.014
H  18.053  18.260  22.796  -0.322
C  9.690  18.303  19.722  -0.784
O  9.896  19.000  18.558  -0.429
C  10.867  19.983  18.752  0.366
C  10.765  21.048  17.746  -0.968
O  11.307  20.620  16.459  0.044
C  10.743  21.485  15.452  -0.845
H  9.619  18.941  20.590  0.396
H  10.563  17.724  19.968  0.227
H  8.829  17.676  19.610  0.305
H  11.912  19.504  18.800  -0.302
H  10.772  20.413  19.780  0.491
H  11.318  21.946  18.031  0.235
H  9.698  21.245  17.700  0.410
H  10.860  20.921  14.535  0.251
H  11.216  22.480  15.445  0.237
H  9.643  21.620  15.667  0.324
C  14.639  20.284  25.259  -0.774
O  15.205  20.720  24.043  0.062
C  15.650  22.038  23.970  -0.634
C  14.749  22.774  23.051  0.439
O  13.401  22.802  23.620  -0.468
C  12.483  23.493  22.740  -0.352
H  15.364  20.229  26.075  0.350
H  14.201  19.278  25.102  0.168
H  13.759  20.946  25.622  0.243
H  16.662  21.944  23.581  0.011
H  15.643  22.527  24.993  0.362
H  14.665  22.260  22.091  -0.248
H  15.125  23.790  22.940  0.450
H  12.078  22.744  22.037  -0.018
H  13.134  24.268  22.284  0.240
H  11.686  23.992  23.319  0.279
C  21.543  17.961  18.465  -1.227
O  21.149  18.528  17.186  0.497
C  21.752  17.948  16.100  -0.949
C  21.295  18.661  14.931  -0.920
O  19.900  18.472  14.731  0.297
C  19.530  19.529  13.874  -1.141
H  22.622  18.044  18.608  0.605
H  21.355  16.868  18.463  0.433
H  20.987  18.430  19.313  -0.061
H  21.673  16.868  16.101  0.407
H  22.877  18.140  16.131  0.288
H  21.840  18.372  14.031  0.331
H  21.429  19.738  15.110  0.498
H  20.154  19.542  13.005  0.542
H  19.743  20.521  14.394  0.221
H  18.447  19.541  13.736  0.131
C  14.681  10.027  14.096  -0.721
O  14.950  11.357  13.616  -0.360
C  15.279  12.369  14.509  -0.292
C  14.984  13.775  14.019  -0.017
O  15.904  14.397  13.055  0.047
C  16.101  13.661  11.840  -0.771
H  13.990  9.998  14.967  0.266
H  15.595  9.554  14.372  0.311
H  14.235  9.549  13.209  0.234
H  16.352  12.236  14.765  0.148
H  14.715  12.229  15.449  0.344
H  14.920  14.455  14.863  -0.233
H  13.996  13.697  13.542  0.402
H  16.749  14.320  11.211  0.174
H  15.087  13.386  11.457  0.338
H  16.765  12.795  12.074  0.130
C  15.348  17.564  12.894  -0.981
O  15.498  18.816  13.464  0.045
C  14.474  19.089  14.397  -0.561
C  14.597  20.512  14.945  0.886
O  13.934  21.394  14.073  -0.560
C  14.192  22.751  14.408  -0.372
H  16.162  17.527  12.176  0.285
H  14.453  17.381  12.293  0.323
H  15.468  16.825  13.621  0.205
H  14.620  18.417  15.256  -0.128
H  13.453  19.018  14.036  0.516
H  15.630  20.712  15.071  0.103
H  14.154  20.570  15.981  -0.300
H  13.924  22.975  15.498  -0.028
H  13.476  23.428  13.874  0.358
H  15.215  23.026  14.208  0.138
C  21.430  16.059  10.876  -0.716
O  21.151  16.241  12.196  -0.263
C  19.756  15.977  12.535  -0.141
C  19.642  14.602  13.150  0.135
O  19.704  13.622  12.098  -0.417
C  19.508  12.343  12.683  -0.678
H  22.525  15.919  10.771  0.248
H  21.162  16.948  10.233  0.239
H  20.880  15.233  10.476  0.274
H  19.043  15.991  11.697  0.365
H  19.478  16.615  13.334  -0.149
H  18.705  14.498  13.800  -0.085
H  20.510  14.473  13.799  0.485
H  19.563  11.630  11.897  0.278
H  18.581  12.240  13.291  0.141
H  20.410  12.102  13.281  0.317
C  14.891  14.252  18.419  -0.035
O  14.252  14.255  17.175  0.223
C  12.864  14.138  17.212  -1.190
C  12.089  15.408  17.457  0.250
O  12.215  16.247  16.365  -0.421
C  11.647  17.442  16.588  -0.277
H  15.945  14.447  18.248  -0.379
H  14.859  13.284  19.072  0.212
H  14.545  15.086  19.044  -0.019
H  12.538  13.323  17.882  0.421
H  12.569  13.795  16.214  0.331
H  12.556  15.831  18.363  -0.057
H  10.984  15.199  17.648  0.447
H  12.474  18.114  17.011  -0.163
H  10.814  17.505  17.247  0.516
H  11.424  17.990  15.638  0.135
C  21.155  23.089  17.528  -0.350
O  21.214  22.800  18.883  -0.308
C  21.296  21.425  19.197  0.582
C  21.607  21.204  20.715  -0.790
O  20.606  21.731  21.602  -0.421
C  19.499  20.790  21.794  -0.294
H  20.300  22.654  17.041  -0.081
H  22.114  22.882  16.989  0.252
H  21.000  24.123  17.440  0.211
H  22.185  20.942  18.757  0.565
H  20.431  20.837  18.826  -0.523
H  22.462  21.851  20.992  0.357
H  21.780  20.163  20.911  0.196
H  18.867  21.135  22.621  0.280
H  19.966  19.854  21.990  0.148
H  18.788  20.737  20.960  -0.010
C  14.767  24.945  9.307  -0.591
O  15.349  23.766  8.911  -0.379
C  15.222  22.748  9.911  -0.651
C  16.540  22.598  10.690  -0.187
O  16.754  23.574  11.733  -0.298
C  17.873  23.173  12.441  -0.380
H  15.215  25.287  10.290  0.220
H  13.683  24.900  9.420  0.269
H  15.059  25.649  8.526  0.258
H  15.018  21.862  9.316  0.354
H  14.474  22.978  10.679  0.325
H  17.315  22.583  9.937  0.401
H  16.538  21.606  11.192  0.189
H  18.869  23.144  11.891  0.347
H  17.764  22.149  12.841  0.006
H  18.066  23.885  13.289  0.171
C  18.394  20.353  17.040  0.863
C  17.188  20.464  18.107  0.532
O  16.372  19.313  18.327  1.266
P  16.946  18.101  19.124  -1.381
O  17.897  18.495  20.117  0.247
O  15.687  17.342  19.590  0.165
C  15.042  17.579  20.948  -0.361
C  14.630  18.997  21.101  0.088
O  17.490  17.141  18.010  0.609
C  16.885  16.964  16.670  1.198
C  17.767  16.009  15.976  -0.927
H  19.076  19.537  17.366  0.035
H  17.936  20.215  16.102  -0.337
H  18.928  21.284  17.047  -0.708
H  17.584  20.724  19.189  -1.675
H  16.567  21.226  17.763  0.671
H  14.095  17.004  20.878  0.288
H  15.683  17.057  21.675  -0.058
H  13.955  19.284  20.259  -0.299
H  14.078  19.047  22.079  0.533
H  15.504  19.625  21.204  -0.220
H  15.878  16.583  16.804  -0.249
H  16.956  18.010  16.239  -0.541
H  17.291  15.803  15.056  -0.089
H  18.805  16.423  15.836  -0.148
H  17.809  15.054  16.491  0.506
C  18.918  14.418  19.640  -1.895
C  19.293  15.800  20.141  3.047
O  20.710  15.702  20.450  0.657
P  21.242  16.469  21.732  -0.896
O  21.271  17.871  21.487  0.076
O  20.400  16.110  23.051  -0.266
C  20.075  14.745  23.382  0.442
C  19.750  14.695  24.822  -1.355
O  22.586  15.650  22.057  -0.466
C  23.602  15.673  20.919  0.226
C  23.672  14.364  20.180  -0.927
H  17.854  14.298  19.533  0.153
H  19.438  14.124  18.715  0.267
H  19.258  13.615  20.255  0.598
H  19.162  16.453  19.252  -1.236
H  18.699  16.336  20.893  -0.405
H  19.197  14.515  22.784  -0.113
H  20.869  14.037  23.131  0.376
H  18.928  15.380  25.004  0.095
H  19.327  13.738  25.104  0.384
H  20.578  14.864  25.484  0.435
H  23.238  16.445  20.262  -0.308
H  24.525  15.969  21.407  0.506
H  22.659  14.250  19.733  0.041
H  24.446  14.250  19.399  0.369
H  23.933  13.640  20.911  0.333
C  19.973  24.978  20.451  -1.267
C  18.809  24.040  20.489  0.992
O  17.578  24.608  19.988  -0.454
P  17.180  24.516  18.419  0.101
O  17.882  23.472  17.656  0.354
O  15.636  24.272  18.558  -0.365
C  15.034  23.394  19.567  0.039
C  13.614  23.106  19.042  -0.484
O  17.225  25.977  17.884  -0.242
C  17.311  26.226  16.517  -0.077
C  18.676  26.921  16.200  -1.262
H  20.816  24.475  20.965  0.317
H  20.314  25.145  19.437  0.150
H  19.728  25.923  20.917  0.374
H  18.998  23.199  19.842  -0.598
H  18.644  23.584  21.472  0.234
H  15.678  22.479  19.627  -0.054
H  15.012  23.958  20.449  0.512
H  12.929  22.609  19.790  -0.006
H  13.170  24.107  18.775  0.334
H  13.662  22.447  18.207  -0.186
H  17.134  25.303  15.999  0.233
H  16.574  27.002  16.342  0.351
H  19.442  26.190  16.187  0.249
H  18.618  27.282  15.166  0.431
H  18.902  27.759  16.874  0.312


The following is a DFT calculation (the ωB97M-V functional and the def2-TZVPD basis) of a cluster of 2 separate species, C3H10N2S2 in total at a distorted geometry.

Summary:
Total energy = -1026.1691 hartree
Net charge = -1
Multiplicity = 2
Energy relative to the best compared isomer or geometry (same formula, charge and spin) = 44.7 kJ/mol

Last column: Mulliken spin population.
Positions of all 17 atoms, in Å:
S  1.882  1.760  1.403  0.048
S  -3.011  0.784  0.597  0.930
C  -1.420  0.056  0.851  -0.034
C  -0.732  -0.472  -0.430  0.009
C  0.603  -1.173  0.035  0.000
N  1.729  -0.737  -0.794  0.001
N  -0.484  0.636  -1.340  0.000
H  1.186  2.814  1.034  -0.001
H  -1.507  -0.767  1.562  0.002
H  -0.805  0.785  1.426  0.054
H  -1.444  -1.205  -0.850  -0.008
H  0.453  -2.248  -0.044  -0.001
H  0.745  -0.808  1.057  0.002
H  2.473  -1.401  -0.731  0.000
H  1.960  0.180  -0.376  -0.001
H  -1.104  1.380  -1.083  -0.001
H  -0.524  0.416  -2.317  -0.001


The following is a DFT calculation (the ωB97M-V functional and the def2-TZVPD basis) of an isolated molecule of C3H5FO2 at a distorted geometry.

Summary:
Total energy = -367.6079 hartree
Multiplicity = 1
Energy relative to the best compared isomer or geometry (same formula, charge and spin) = 129.5 kJ/mol

Last column: natural (NBO) charge in e.
Positions of all 11 atoms, in Å:
O  -2.249  -0.068  -0.778  -0.475
C  -1.417  -0.392  0.050  0.391
C  -0.283  0.468  0.489  0.059
F  -0.155  1.491  -0.491  -0.365
C  1.004  -0.247  0.242  -0.090
O  1.173  -0.411  -1.131  -0.719
H  -1.509  -1.399  0.525  0.123
H  -0.300  0.907  1.466  0.209
H  1.793  0.493  0.571  0.175
H  1.097  -1.263  0.644  0.201
H  0.845  0.421  -1.587  0.491


Q: The highest energy relative to the best compared isomer or geometry (same formula, charge and spin) belongs to which entry?
A: C29H58Br2F7N3O12S2


Q: What is the formula in the fourth record?
A: C3H5FO2


Q: Which value of multiplicity does entry 1 give?
A: 1